C37H26Cl2F3LiN3PS | ωB97M-V/def2-TZVPD

```
74
Properties=species:S:1:pos:R:3
Li -0.122 0.070 0.045
F 2.595 5.915 1.146
C 2.795 4.635 1.615
F 2.230 4.602 2.816
F 4.152 4.578 1.840
C 2.387 3.628 0.588
C 3.007 3.812 -0.638
C 2.755 2.948 -1.685
C 1.873 1.906 -1.442
N 1.260 1.702 -0.289
C 1.472 2.539 0.774
S 0.616 2.219 2.200
H 3.692 4.643 -0.764
H 3.225 3.058 -2.652
H 1.663 1.193 -2.225
Cl -4.168 -1.053 -2.090
C -3.435 -2.367 -1.211
C -4.200 -3.486 -0.962
C -3.660 -4.566 -0.274
C -2.361 -4.460 0.208
C -1.608 -3.334 -0.048
Cl -0.061 -3.192 0.729
C -2.045 -2.232 -0.878
N -1.334 -1.202 -1.315
H -5.220 -3.516 -1.328
H -4.244 -5.463 -0.105
H -1.932 -5.255 0.808
C -0.709 -5.370 -3.975
C 0.497 -5.173 -3.321
C 0.850 -3.910 -2.865
C 0.005 -2.813 -3.033
C -1.197 -3.029 -3.715
C -1.548 -4.284 -4.186
P 0.301 -1.206 -2.132
C 2.258 -1.121 -3.061
C 2.787 -0.380 -4.130
C 4.156 -0.182 -4.301
C 5.066 -0.733 -3.413
C 4.580 -1.469 -2.338
C 3.212 -1.629 -2.169
C -0.381 -0.001 -3.376
C -1.059 1.144 -2.951
C -1.612 2.034 -3.857
C -1.501 1.802 -5.222
C -0.833 0.673 -5.664
C -0.286 -0.220 -4.749
H -0.998 -6.360 -4.314
H 1.160 -6.013 -3.140
H 1.797 -3.773 -2.361
H -1.878 -2.198 -3.854
H -2.498 -4.419 -4.692
H 2.125 0.078 -4.857
H 4.516 0.413 -5.138
H 6.132 -0.573 -3.540
H 5.274 -1.896 -1.619
H 2.857 -2.147 -1.278
H -1.177 1.322 -1.893
H -2.144 2.910 -3.500
H -1.944 2.489 -5.936
H -0.731 0.481 -6.728
H 0.206 -1.117 -5.103
N -1.181 -0.449 1.672
C -1.758 -0.741 2.615
C -2.465 -1.128 3.783
C -2.415 -2.456 4.219
C -3.096 -2.835 5.358
C -3.837 -1.906 6.080
C -3.893 -0.588 5.642
C -3.215 -0.195 4.506
H -1.841 -3.173 3.645
H -3.059 -3.864 5.693
H -4.366 -2.206 6.975
H -4.478 0.134 6.200
H -3.248 0.830 4.161
```

Calculated total energy in eV: -96788.939
Max |F| in Eh/bohr: 0.0200
ΔE to the lowest compared entry with this formula, charge and spin in kJ/mol: 0.00
HOMO energy in eV: -0.2
Charge: -2
HOMO-LUMO gap in eV: 4.1

Need the Mulliken charges? In units of e they are: 1.346 -0.295 0.705 -0.238 -0.292 0.027 -0.640 -1.230 -0.077 -0.192 0.165 -0.554 0.341 0.472 0.448 -0.268 0.655 -0.484 -0.555 -0.638 0.761 -0.239 -1.551 -0.363 0.375 0.345 0.397 -0.526 -0.642 -0.490 0.746 -0.195 -0.780 1.250 0.344 -0.244 -0.726 -0.428 -0.809 -0.430 0.828 -0.481 -0.765 -0.540 -0.874 -0.643 0.334 0.358 0.223 0.347 0.349 0.115 0.349 0.334 0.341 0.247 0.293 0.411 0.349 0.372 0.663 -0.296 0.048 0.370 -0.406 -0.525 -0.337 -0.477 -0.472 0.414 0.369 0.368 0.353 0.491

---

H22O11 | ωB97M-V/def2-TZVPD

```
33
Properties=species:S:1:pos:R:3
O 8.064 1.983 20.371
H 8.012 1.141 19.917
H 7.488 1.882 21.128
O 7.950 -1.761 21.913
H 7.345 -2.399 21.535
H 7.549 -1.514 22.746
O 11.485 4.115 22.991
H 11.156 4.993 23.181
H 11.823 4.173 22.097
O 12.247 -2.179 26.876
H 12.956 -2.483 27.442
H 12.402 -2.616 26.039
O 15.725 2.682 22.849
H 15.561 3.625 22.815
H 14.854 2.287 22.815
O 13.916 3.478 19.829
H 13.794 2.963 19.031
H 14.813 3.289 20.102
O 11.987 -0.584 21.731
H 11.208 -1.052 22.029
H 11.679 0.304 21.551
O 11.153 1.833 26.601
H 11.073 1.966 25.657
H 10.897 0.920 26.737
O 11.932 -2.658 18.199
H 12.006 -2.084 18.961
H 11.421 -2.152 17.567
O 11.414 -5.576 23.862
H 10.533 -5.421 23.520
H 11.281 -6.159 24.610
O 14.905 -2.912 22.951
H 14.379 -2.177 22.636
H 14.330 -3.672 22.866
```

Calculated total energy in eV: -22879.147
Max |F| in Eh/bohr: 0.0074
ΔE to the lowest compared entry with this formula, charge and spin in kJ/mol: 228.35
HOMO energy in eV: -11.1
HOMO-LUMO gap in eV: 11.0

Need the Mulliken charges? In units of e they are: -0.625 0.315 0.310 -0.628 0.315 0.320 -0.611 0.298 0.311 -0.625 0.314 0.319 -0.636 0.316 0.313 -0.623 0.309 0.331 -0.641 0.318 0.313 -0.632 0.299 0.322 -0.636 0.330 0.314 -0.621 0.309 0.317 -0.647 0.321 0.315

---

C6H7N3 | ωB97M-V/def2-TZVPD

```
16
Properties=species:S:1:pos:R:3
C -1.560 -0.268 1.018
C -1.422 -1.329 0.159
C 0.549 0.760 -0.707
C 1.574 1.635 -1.102
C 1.516 2.779 -0.313
C -0.652 -2.443 -0.166
N -1.014 0.940 1.173
N 0.049 1.329 0.427
N 0.603 2.506 0.692
H -2.359 -0.405 1.688
H 2.089 1.455 -1.944
H 2.111 3.595 -0.041
H -1.126 -3.246 -0.763
H 0.106 -1.930 -0.941
H 0.004 -2.942 0.676
H 0.438 3.036 1.454
```

Calculated total energy in eV: -10797.709
Max |F| in Eh/bohr: 0.0866
ΔE to the lowest compared entry with this formula, charge and spin in kJ/mol: 745.11
HOMO energy (alpha / beta) in eV: -7.5 / -7.5
HOMO-LUMO gap (alpha / beta) in eV: 6.9 / 6.9

Need the Mulliken charges? In units of e they are: -0.037 0.003 -0.253 -0.769 -0.239 -0.522 -1.163 1.133 -0.288 0.350 0.447 0.382 0.319 0.255 0.240 0.141